17
Properties=species:S:1:pos:R:3:nbo_charge:R:1 method="wB97M-V/def2-TZVPD" homo_lumo_gap_ev=10.52 lumo_ev=0.9
C 2.736 -0.378 0.362 -0.2504
O 1.579 0.192 -0.226 -0.5472
C 0.378 -0.444 0.205 -0.0487
C -0.860 0.234 -0.481 -0.3549
C -2.208 -0.480 -0.459 -0.6126
C -1.031 1.634 0.095 0.4405
O -2.126 2.091 0.355 -0.5262
H 2.738 -0.278 1.461 0.1672
H 3.613 0.147 -0.034 0.1984
H 2.840 -1.450 0.122 0.1669
H 0.330 -0.373 1.307 0.1664
H 0.430 -1.511 -0.060 0.1748
H -0.548 0.351 -1.530 0.2355
H -2.992 0.120 -0.962 0.2372
H -2.165 -1.433 -0.991 0.2097
H -2.605 -0.646 0.549 0.2172
H -0.107 2.223 0.288 0.1260

17
Properties=species:S:1:pos:R:3:nbo_charge:R:1 method="wB97M-V/def2-TZVPD" homo_lumo_gap_ev=10.58 lumo_ev=0.8
O 1.874 0.291 0.884 -0.7267
C 1.570 -0.702 -0.086 -0.1090
C 0.477 -1.572 0.454 -0.2106
C -0.799 2.027 0.154 -0.7387
C -1.709 0.989 -0.424 0.4520
O -1.679 0.626 -1.578 -0.5442
C -0.561 -1.999 -0.256 -0.3834
H 2.661 0.765 0.587 0.4718
H 1.254 -0.251 -1.039 0.1737
H 2.461 -1.318 -0.290 0.1730
H 0.589 -1.867 1.496 0.2042
H -0.164 1.575 0.923 0.2636
H -0.166 2.450 -0.628 0.2262
H -1.376 2.836 0.633 0.2302
H -2.400 0.492 0.291 0.1075
H -0.713 -1.687 -1.285 0.2094
H -1.318 -2.654 0.165 0.2010

17
Properties=species:S:1:pos:R:3:nbo_charge:R:1 method="wB97M-V/def2-TZVPD" homo_lumo_gap_ev=9.92 lumo_ev=0.7
C 1.879 0.693 -0.359 -0.5375
C 0.997 -0.277 -0.129 0.3246
O 1.297 -1.599 -0.330 -0.7067
C -0.450 -0.149 0.328 0.1851
C -0.752 1.220 0.917 -0.6142
C -1.360 -0.463 -0.866 -0.6233
O -0.682 -1.079 1.379 -0.7129
H 2.116 -1.639 -0.840 0.4871
H 2.904 0.449 -0.630 0.1968
H 1.624 1.741 -0.285 0.2183
H -0.097 1.416 1.770 0.2255
H -1.789 1.241 1.263 0.2225
H -0.618 2.010 0.171 0.2089
H -2.409 -0.424 -0.557 0.2181
H -1.143 -1.465 -1.249 0.2165
H -1.196 0.257 -1.675 0.2124
H -0.322 -1.931 1.093 0.4787

17
Properties=species:S:1:pos:R:3:nbo_charge:R:1 method="wB97M-V/def2-TZVPD" homo_lumo_gap_ev=9.56 lumo_ev=1.0
C -1.091 -1.474 1.770 -0.2452
O -0.721 -1.103 0.468 -0.5314
C -0.456 0.252 0.300 0.0600
C 0.843 0.902 0.802 -0.4473
C 0.671 0.486 -0.587 -0.1522
C 1.230 -0.062 -1.650 0.1676
O 0.548 -0.789 -2.573 -0.6711
H -2.038 -1.005 2.071 0.1658
H -0.310 -1.203 2.494 0.1696
H -1.210 -2.559 1.754 0.1946
H -1.342 0.901 0.330 0.1883
H 0.757 1.956 1.075 0.2228
H 1.560 0.330 1.381 0.2255
H -0.491 2.391 -1.676 -0.0412
H 0.075 1.937 -1.873 0.0237
H 2.271 0.087 -1.913 0.1837
H -0.296 -1.049 -2.173 0.4868

17
Properties=species:S:1:pos:R:3:mulliken_spin:R:1 method="wB97M-V/def2-TZVPD" homo_lumo_gap_ev="3.85 / 5.30" lumo_ev="0.5 / -3.2" s_squared=2.01 spin_multiplicity=3
C -0.565 1.611 -1.358 0.5535
C 0.188 0.948 -0.527 0.6907
C 1.720 0.863 -0.716 -0.0510
C -0.772 -1.549 0.470 -0.0057
C -0.560 -0.196 1.000 0.4185
O 0.366 -2.395 0.909 0.0363
O -1.699 0.365 1.535 0.0870
H -1.621 1.625 -1.279 0.0108
H -0.144 2.166 -2.133 0.0342
H 2.087 0.494 -1.725 0.0343
H 2.058 0.075 0.007 0.0213
H 2.268 1.820 -0.624 0.0511
H -1.764 -1.933 0.767 0.0122
H -0.766 -1.425 -0.690 0.0737
H 0.255 -0.159 1.690 0.0346
H 0.523 -3.172 0.289 -0.0073
H -1.574 0.862 2.385 0.0056

18
Properties=species:S:1:pos:R:3:nbo_charge:R:1 method="wB97M-V/def2-TZVPD" homo_lumo_gap_ev="7.56 / 7.56" lumo_ev="-0.3 / -0.3"
C -1.576 0.795 -0.660 -0.5148
C -2.124 0.756 0.604 -0.3543
C -3.197 -0.088 0.870 0.3194
C 0.910 -0.696 1.510 -1.2302
C 1.486 -0.233 -1.494 -1.1411
O -3.284 -1.399 0.739 -0.6268
O -0.857 -1.976 -0.550 -1.2699
Si 0.346 -1.048 -0.221 2.0582
H -1.136 1.754 -0.971 0.2195
H -1.904 -0.023 -1.285 0.2471
H -2.105 1.715 1.250 0.2433
H 0.827 -1.473 2.369 0.2776
H 2.049 -0.554 1.495 0.2473
H 0.598 0.275 1.802 0.2589
H 1.468 -0.602 -2.425 0.2455
H 1.250 0.830 -1.402 0.2525
H 2.501 -0.327 -1.025 0.2412
H -2.471 -1.857 0.402 0.5265

18
Properties=species:S:1:pos:R:3:nbo_charge:R:1 method="wB97M-V/def2-TZVPD" homo_lumo_gap_ev=10.18 lumo_ev=0.5
O 2.017 -1.494 -0.115 -0.5683
C 1.144 -1.215 0.665 0.8032
O 1.083 -1.402 1.997 -0.6986
C -0.124 -0.511 0.302 -0.5568
C 0.182 0.079 -1.038 -0.4847
C -0.951 0.148 -2.095 -0.1449
C -2.244 0.216 -1.845 -0.4340
H 1.901 -1.677 2.487 0.5048
H -1.146 -1.105 0.422 0.2688
H -0.500 0.266 1.035 0.2337
H 0.504 1.208 -1.045 0.2218
H 1.088 -0.313 -1.635 0.2714
H -0.614 -0.249 -3.133 0.1950
H -2.525 0.728 -0.936 0.1756
H -3.107 0.114 -2.523 0.2107
H -1.660 2.988 1.658 0.4645
H -0.328 2.523 1.141 0.4648
O -0.807 3.297 1.442 -0.9269

18
Properties=species:S:1:pos:R:3:nbo_charge:R:1 method="wB97M-V/def2-TZVPD" homo_lumo_gap_ev=10.21 lumo_ev=0.6
O -2.194 0.966 0.551 -0.5880
C -1.806 -0.144 0.286 0.7959
O -2.621 -1.219 0.314 -0.6852
C -0.376 -0.550 0.083 -0.5294
C 0.518 0.549 0.672 -0.4252
C 2.091 0.419 0.691 -0.1483
C 2.780 -0.460 1.400 -0.4129
H -3.525 -0.951 0.459 0.4928
H -0.107 -1.428 0.682 0.2333
H -0.117 -0.862 -0.924 0.2559
H 0.505 1.513 0.174 0.2162
H 0.276 0.546 1.735 0.2161
H 2.476 1.216 0.065 0.1862
H 2.212 -1.275 1.840 0.1836
H 3.804 -0.342 1.727 0.2068
H 0.719 0.359 -3.748 0.4672
H 1.514 1.297 -2.891 0.4678
O 1.373 0.344 -3.056 -0.9328

19
Properties=species:S:1:pos:R:3:mulliken_spin:R:1 method="wB97M-V/def2-TZVPD" homo_lumo_gap_ev="6.45 / 7.96" lumo_ev="-5.5 / -6.1" s_squared=8.77 spin_multiplicity=6 total_charge=+1
C -0.271 -2.154 1.768 -0.0011
O 0.623 -1.972 0.705 0.2225
C -1.386 -1.091 1.759 0.0307
O -0.854 0.193 1.566 0.1772
C -1.137 2.329 -0.367 0.7618
C -0.121 2.154 -1.228 0.8133
O 0.583 0.948 -1.254 0.1481
C 1.438 0.779 -2.393 0.0274
Ru 0.615 -0.116 0.417 2.5104
H 0.262 -2.082 2.742 0.0105
H -0.742 -3.157 1.738 0.0097
H -1.953 -1.157 2.709 0.0029
H -2.099 -1.340 0.942 0.0043
H -0.996 2.338 0.714 0.1498
H -2.105 2.631 -0.768 0.0666
H 0.492 2.989 -1.581 0.0791
H 1.877 -0.221 -2.325 0.0044
H 0.838 0.865 -3.307 -0.0169
H 2.230 1.539 -2.383 -0.0006

19
Properties=species:S:1:pos:R:3:nbo_charge:R:1 method="wB97M-V/def2-TZVPD" homo_lumo_gap_ev="7.91 / 7.91" lumo_ev="-0.4 / -0.4"
C -1.322 0.801 0.639 0.5357
C 0.561 0.558 1.440 -0.8280
O -1.892 1.502 1.646 -0.6839
O -1.264 1.410 -0.513 -0.7137
H -1.741 2.445 1.484 0.4846
H -0.626 0.854 -1.246 0.4894
H -1.626 -0.243 0.672 0.1523
H 0.065 0.281 2.365 0.2040
H 1.493 0.005 1.428 0.2036
H 0.799 1.619 1.424 0.1876
C 0.673 -1.769 -0.334 0.7379
C 1.164 -0.481 -0.857 -0.1503
C 0.606 0.170 -1.931 -0.5743
O -0.601 -2.055 -0.722 -0.6997
O 1.323 -2.530 0.341 -0.5690
H -0.825 -2.926 -0.361 0.5035
H 2.147 -0.220 -0.500 0.2358
H 1.193 0.926 -2.436 0.2350
H -0.126 -0.349 -2.540 0.2496

20
Properties=species:S:1:pos:R:3:nbo_charge:R:1 method="wB97M-V/def2-TZVPD" homo_lumo_gap_ev=8.50 lumo_ev=-0.4
C 0.117 1.630 0.623 0.1377
C -0.731 1.235 1.811 -0.6745
C -0.564 0.723 -0.893 0.6590
O 0.234 1.027 -1.939 -0.6974
O 1.421 1.423 0.664 -0.7562
O -1.743 0.558 -1.002 -0.5870
H 1.143 1.140 -1.609 0.5020
H 1.652 0.291 0.457 0.4942
H -0.152 2.604 0.196 0.1890
H -1.674 0.799 1.488 0.2453
H -0.201 0.525 2.443 0.1898
H -0.939 2.121 2.410 0.2273
C 0.029 -2.045 -1.491 -0.7198
C 0.403 -1.339 -0.224 0.8244
O -0.361 -1.715 0.814 -0.6468
O 1.573 -0.897 -0.030 -0.6580
H 0.011 -1.392 1.646 0.5020
H -1.029 -1.893 -1.697 0.2634
H 0.617 -1.682 -2.328 0.2514
H 0.195 -3.115 -1.339 0.2542

22
Properties=species:S:1:pos:R:3:nbo_charge:R:1 method="wB97M-V/def2-TZVPD" homo_lumo_gap_ev=9.50 lumo_ev=0.2
C 0.154 -0.839 1.093 0.5343
C -0.083 -1.996 2.083 -0.6889
C -1.604 0.807 -2.519 -0.8142
C 2.075 1.362 -0.395 -0.8229
C 0.274 0.442 1.713 -0.8361
O 0.273 -1.053 -0.117 -0.6564
O 0.075 2.964 -2.485 -0.9322
O -2.246 3.371 -1.721 -0.8928
O 0.729 2.844 1.485 -0.8897
O -0.716 2.027 -0.369 -0.9675
S -1.099 2.484 -1.861 2.3453
S 0.590 1.719 0.678 2.0758
H 0.017 -1.630 3.123 0.2134
H 0.708 -2.756 1.974 0.2347
H -0.988 -2.394 1.894 0.2246
H -2.386 0.298 -1.796 0.2753
H -2.015 1.036 -3.517 0.2462
H -0.593 0.462 -2.585 0.2420
H 1.749 0.481 -1.017 0.2856
H 2.311 2.259 -1.032 0.2758
H 2.889 1.111 0.397 0.2727
H -0.386 0.855 2.544 0.2748

18
Properties=species:S:1:pos:R:3:nbo_charge:R:1 method="wB97M-V/def2-TZVPD" homo_lumo_gap_ev=5.07 lumo_ev=3.3 total_charge=-1
C 1.221 0.172 2.611 0.4094
C -0.978 2.093 0.378 -0.6243
C 0.425 -2.536 -1.104 -0.6080
C -0.055 1.662 -0.823 -0.7258
C -0.314 -1.192 -0.760 -0.6773
O 2.144 0.840 2.836 -0.5306
P 0.998 0.228 -0.383 0.0056
S -0.055 -0.628 2.996 -0.1371
H -0.359 2.225 1.308 0.2065
H -1.548 2.992 0.274 0.1738
H -1.703 1.269 0.663 0.1988
H 1.210 -2.391 -1.860 0.1940
H 0.807 -2.946 -0.180 0.1923
H -0.201 -3.355 -1.587 0.1672
H 0.710 2.497 -0.982 0.1957
H -0.412 1.641 -1.820 0.1998
H -0.969 -1.581 0.058 0.1797
H -0.921 -0.988 -1.624 0.1803

17
Properties=species:S:1:pos:R:3:nbo_charge:R:1 method="wB97M-V/def2-TZVPD" homo_lumo_gap_ev=9.34 lumo_ev=0.8
C 0.524 1.452 1.569 -0.8236
C -0.761 0.151 -0.786 -0.0618
C -2.064 -0.476 -0.383 -0.6881
C 0.475 -1.555 0.147 0.0742
C 1.741 -2.101 0.190 -0.4540
H 0.869 0.455 1.744 0.2383
H -0.274 1.604 2.317 0.2095
H 1.336 2.182 1.890 0.2536
H -0.696 0.466 -1.943 0.2356
H -1.941 -1.626 -0.828 0.2562
H -2.188 -0.360 0.851 0.2197
H -2.714 0.288 -0.783 0.2429
H -0.517 -2.028 0.654 0.2009
H 1.837 -2.694 1.137 0.2001
H 2.409 -2.057 -0.589 0.2157
O 0.200 -0.909 -1.017 -0.5514
S 0.049 1.639 -0.046 0.2323

17
Properties=species:S:1:pos:R:3:nbo_charge:R:1 method="wB97M-V/def2-TZVPD" homo_lumo_gap_ev=9.42 lumo_ev=0.6
C 2.029 -1.371 -0.599 -0.6563
C 1.438 -0.849 0.719 -0.4119
C -1.205 0.346 -0.248 -0.2343
C -1.614 0.381 -1.498 -0.3165
C -1.478 1.345 0.689 -0.1400
H 3.128 -1.160 -0.631 0.2290
H 1.652 -2.538 -0.769 0.2203
H 1.372 -0.907 -1.468 0.2256
H 1.899 0.110 1.128 0.2285
H 1.456 -1.618 1.410 0.1971
H -1.211 -0.311 -2.501 0.1925
H -2.022 1.111 -2.005 0.1854
H -1.760 2.333 0.184 0.1794
H -2.423 1.181 1.059 0.1979
H -0.348 1.154 2.230 0.4592
O -0.343 1.703 1.559 -0.6962
S -0.570 -0.909 0.740 0.1403

17
Properties=species:S:1:pos:R:3:nbo_charge:R:1 method="wB97M-V/def2-TZVPD" homo_lumo_gap_ev=9.44 lumo_ev=0.8
C -1.106 -0.131 2.120 -0.3749
C -1.004 -0.265 0.818 -0.0222
C -2.098 -0.184 -0.222 -0.6695
C 2.416 0.972 -1.183 -0.7499
C 0.339 -0.298 0.185 -0.0442
O 0.590 -1.346 -0.642 -0.7006
S 0.654 1.250 -0.724 0.1483
H -0.187 -0.194 2.678 0.1968
H -2.012 -0.277 2.680 0.2026
H -1.725 0.548 -1.078 0.2355
H -2.121 -1.105 -0.706 0.2046
H -3.028 0.064 0.354 0.2382
H 2.686 -0.077 -1.093 0.2381
H 3.236 1.681 -0.778 0.2235
H 2.436 1.153 -2.249 0.2198
H 1.141 -0.445 1.089 0.1909
H -0.218 -1.347 -1.248 0.4630

17
Properties=species:S:1:pos:R:3:nbo_charge:R:1 method="wB97M-V/def2-TZVPD" homo_lumo_gap_ev=10.08 lumo_ev=0.7
C -0.029 -2.281 -0.529 -0.6132
C -0.311 -0.855 0.023 -0.3474
C -0.536 0.118 -1.182 -0.5239
C 0.930 -0.406 0.829 0.6178
C 0.732 0.475 2.098 -0.7266
H 0.038 -2.214 -1.632 0.2129
H 0.954 -2.626 -0.081 0.2444
H -0.892 -2.957 -0.329 0.2172
H -1.241 -0.739 0.611 0.2166
H -1.201 -0.337 -1.965 0.2261
H 0.422 0.370 -1.745 0.2384
H -2.438 1.309 -0.497 0.1157
H 0.577 1.393 1.599 0.2443
H -0.040 0.209 2.782 0.2234
H 1.618 0.703 2.753 0.2333
O 2.063 -0.674 0.469 -0.5542
S -1.188 1.749 -0.793 -0.0247

16
Properties=species:S:1:pos:R:3:nbo_charge:R:1 method="wB97M-V/def2-TZVPD" homo_lumo_gap_ev=9.44 lumo_ev=1.0
C -2.843 -0.057 -0.262 -0.6514
C -1.540 0.016 0.504 -0.5065
C 1.380 0.109 -0.256 -0.1653
C 2.331 -1.062 -0.006 -0.6564
C 1.807 1.363 -0.177 -0.3838
H -3.096 -1.099 -0.574 0.2317
H -3.014 0.817 -0.888 0.2328
H -3.659 0.151 0.370 0.2226
H -1.323 -0.824 1.206 0.2149
H -1.291 0.987 1.039 0.2188
H 2.989 -1.163 -0.906 0.2248
H 2.963 -0.833 0.861 0.2200
H 1.723 -1.966 0.094 0.2251
H 2.652 1.553 0.431 0.1939
H 1.187 2.181 -0.644 0.2127
S -0.266 -0.174 -0.792 0.1662

17
Properties=species:S:1:pos:R:3:nbo_charge:R:1 method="wB97M-V/def2-TZVPD" homo_lumo_gap_ev=9.31 lumo_ev=0.8
C 1.820 1.475 0.766 -0.7529
C 0.130 -0.515 -0.090 -0.3641
C 1.058 -1.552 -0.656 -0.4231
C -0.184 -1.981 0.043 -0.4229
C -2.338 0.653 -0.399 -0.7566
H 1.358 2.111 0.037 0.2250
H 2.178 2.083 1.613 0.2308
H 2.701 0.963 0.313 0.2144
H 2.002 -1.703 -0.167 0.2259
H 1.075 -1.645 -1.747 0.2275
H -0.088 -2.407 1.036 0.2279
H -1.034 -2.364 -0.564 0.2265
H -2.836 -0.282 -0.218 0.2122
H -2.191 1.153 0.555 0.2261
H -3.003 1.288 -1.029 0.2321
S 0.603 0.321 1.433 0.2340
S -0.795 0.449 -1.296 0.2373

16
Properties=species:S:1:pos:R:3:nbo_charge:R:1 method="wB97M-V/def2-TZVPD" homo_lumo_gap_ev=8.11 lumo_ev=0.7
C 0.439 -0.008 1.355 -0.6405
C 1.208 -0.860 0.396 -0.2053
C -0.852 2.424 -0.005 -0.7668
C 0.766 -2.103 0.134 -0.3851
C -1.869 -0.011 -1.228 -0.9787
Se -1.405 0.490 0.427 0.8870
H 1.009 0.804 1.707 0.2112
H 0.040 -0.523 2.213 0.2158
H 2.068 -0.553 -0.037 0.1980
H -1.845 2.853 -0.181 0.2318
H -0.297 2.757 0.850 0.2166
H -0.307 2.503 -1.043 0.2362
H 1.208 -2.681 -0.591 0.1853
H -0.005 -2.645 0.628 0.1852
H -2.336 -1.013 -1.189 0.2087
H -1.311 0.071 -2.095 0.2005